{"formula": "C27H59N3O10", "method": "the ωB97M-V functional and the def2-TZVPD basis", "largest_force_ev_per_a": 8.325, "orbital_gap_ev": 7.54, "relative_energy_ev": 7.030, "spin_multiplicity": 1, "homo_ev": -8.815, "symbols": ["C", "H", "H", "H", "H", "C", "C", "H", "H", "C", "H", "H", "C", "H", "H", "H", "C", "C", "H", "H", "H", "O", "C", "H", "C", "H", "O", "C", "C", "C", "H", "C", "C", "H", "C", "H", "H", "O", "H", "H", "N", "H", "H", "H", "H", "H", "C", "H", "H", "H", "H", "H", "N", "C", "C", "H", "O", "H", "H", "C", "C", "C", "O", "H", "C", "H", "O", "H", "H", "H", "C", "H", "H", "H", "H", "H", "H", "H", "N", "H", "H", "H", "O", "H", "C", "H", "C", "O", "H", "C", "H", "O", "H", "H", "C", "O", "H", "H", "H"], "positions_angstrom": [[-1.084, -1.147, 2.399], [-1.517, 0.885, -3.538], [-1.363, -1.558, -5.659], [2.043, 3.601, 0.903], [-4.041, -4.871, -1.755], [-4.749, -3.635, 2.109], [1.394, -3.995, -1.888], [3.870, 3.111, 2.551], [7.172, 2.745, 0.198], [-3.370, -2.822, 2.193], [3.833, 1.400, 2.070], [2.712, -3.454, 0.247], [1.187, -1.059, 2.861], [-0.039, -3.013, 1.451], [1.700, -1.459, -5.444], [8.735, 8.182, -0.171], [7.691, 4.667, -0.631], [-1.156, 2.730, -2.482], [-4.763, -4.715, 1.679], [9.601, 9.617, -0.766], [0.968, 1.322, -2.231], [8.390, 7.049, -2.564], [-1.065, -2.612, 1.830], [8.572, 4.812, 0.002], [8.876, 8.843, -1.030], [10.295, 7.564, -2.030], [1.952, 1.685, 0.190], [6.710, 3.721, 0.032], [3.649, 2.424, 1.731], [-3.443, -1.374, 2.773], [7.552, 7.492, -2.756], [-1.739, 0.176, 7.303], [-0.922, 1.248, -2.695], [0.367, -2.365, -0.928], [-3.300, -5.671, -1.661], [-7.565, -3.224, -2.332], [-8.335, -1.847, -1.512], [-3.479, -6.314, -0.405], [9.473, 8.709, -3.106], [0.743, -4.772, -1.479], [-2.185, -3.511, 1.720], [-3.647, 0.443, 6.316], [-9.762, -3.914, -1.325], [-1.199, 0.676, -1.804], [-2.104, -0.549, 8.035], [-9.687, -2.396, 0.404], [-8.873, -3.777, -0.701], [-8.414, -4.754, -0.535], [2.100, 0.787, 0.520], [-0.546, 3.101, -1.653], [-3.485, -6.406, -2.448], [-7.007, -2.693, -0.730], [-2.281, -0.515, 2.882], [-4.841, -0.776, 3.233], [-7.887, -2.835, -1.363], [-3.325, 1.603, 7.620], [-0.390, -2.221, -3.977], [7.240, 5.652, -0.779], [-0.506, -1.367, -3.534], [0.736, -1.037, -5.741], [9.342, 8.055, -2.238], [-0.393, -1.980, -5.377], [-9.275, -3.258, 0.560], [8.014, 4.279, -1.600], [-2.870, 1.048, 6.795], [-1.158, -5.923, -1.660], [0.449, 1.005, -2.986], [-1.267, -0.365, 6.476], [-1.738, -4.627, -2.730], [0.629, -0.085, -5.213], [1.380, -2.771, -0.999], [2.400, -4.422, -1.948], [2.038, -1.992, -1.396], [-1.984, 1.489, 5.120], [-1.699, -4.401, -0.967], [-0.962, 0.788, 7.769], [5.891, 5.098, 1.138], [5.820, 3.581, -0.591], [0.169, -0.317, 2.425], [-3.322, -5.654, 0.286], [1.513, 2.379, 2.074], [-7.188, -1.080, 3.460], [1.812, -3.104, 0.314], [-4.903, 0.300, 3.664], [2.217, 2.583, 1.262], [-7.126, -3.660, 2.451], [-1.893, -5.121, -1.767], [6.307, 4.239, 1.295], [1.057, -3.746, -2.896], [-6.188, -1.573, 3.136], [4.345, 2.618, 0.911], [-2.377, 1.989, 5.851], [-0.272, -2.938, -5.888], [7.910, 9.319, -1.228], [-6.138, -3.053, 2.536], [2.289, -1.674, 2.809], [-0.865, 3.296, -3.371], [0.752, -0.843, -6.816], [-2.207, 2.931, -2.263]], "forces_ev_per_a": [[-3.39, -0.70, 0.34], [0.16, -0.04, -0.02], [0.01, -0.04, -0.21], [-0.08, -0.18, -0.13], [0.01, 0.05, -0.21], [-1.93, 2.36, 1.02], [-0.03, -0.20, -0.21], [0.08, -0.09, -0.07], [-0.14, 0.08, 0.17], [-2.40, -0.37, 0.34], [-0.07, 0.05, 0.10], [-0.28, 0.07, 0.10], [3.36, -0.82, -4.03], [-1.94, 0.72, 0.74], [-0.11, -0.03, -0.07], [0.10, 0.03, -0.08], [0.02, -0.11, -0.04], [-0.15, 0.17, -0.03], [0.25, 2.16, 0.86], [-0.10, 0.00, 0.02], [-0.08, -0.09, -0.10], [-0.07, -0.10, -0.17], [-1.25, -0.21, 0.18], [-0.06, -0.10, -0.05], [0.07, 0.06, 0.17], [-0.17, -0.11, -0.10], [-0.21, -0.19, -0.40], [0.09, 0.41, -0.06], [0.03, 0.07, -0.01], [-0.78, -0.31, -0.24], [0.25, -0.14, 0.02], [0.06, -0.09, 0.18], [0.26, 0.30, 0.30], [0.08, 0.00, 0.14], [0.23, 0.22, 0.31], [-0.01, 0.08, 0.03], [-0.03, -0.08, -0.10], [-0.23, -0.12, 0.22], [0.19, 0.08, 0.07], [0.05, 0.15, -0.03], [0.81, 6.27, 1.98], [-0.08, -0.11, 0.17], [0.09, -0.13, -0.12], [-0.21, 0.03, 0.01], [0.07, -0.01, -0.05], [0.13, -0.26, 0.07], [-0.01, 0.37, -0.11], [-0.12, 0.10, 0.15], [-0.08, 0.25, -0.10], [-0.10, -0.10, 0.03], [-0.07, -0.04, 0.21], [-0.06, -0.10, -0.05], [1.57, -4.48, -2.01], [-1.85, -2.72, -0.75], [0.18, -0.01, -0.08], [0.05, 0.09, -0.18], [-0.23, -0.12, 0.26], [0.03, -0.14, -0.12], [0.19, -0.18, -0.11], [0.10, 0.14, -0.18], [-0.34, 0.19, 0.03], [0.15, 0.36, 0.09], [-0.11, 0.02, 0.28], [-0.01, 0.16, 0.02], [0.29, -0.15, -0.28], [-0.15, -0.01, -0.07], [0.12, -0.21, -0.04], [-0.12, -0.06, 0.03], [0.08, 0.05, 0.08], [-0.02, -0.06, -0.08], [0.28, -0.23, -0.35], [0.03, 0.11, -0.02], [-0.16, 0.08, -0.15], [-0.16, 0.14, 0.12], [-0.07, 0.04, -0.08], [-0.14, -0.02, 0.01], [0.15, -0.25, 0.06], [0.08, -0.13, -0.17], [1.93, -4.81, 2.66], [0.14, -0.18, -0.22], [-0.01, 0.16, 0.05], [2.08, -1.02, -0.63], [0.04, 0.06, 0.32], [0.44, -2.10, -0.90], [0.22, -0.29, 0.25], [2.11, 1.13, 0.04], [0.08, 0.05, -0.20], [-0.08, 0.05, 0.24], [0.02, -0.03, 0.12], [4.29, -0.72, -1.14], [-0.12, 0.06, 0.15], [-0.01, 0.14, -0.12], [-0.08, -0.01, 0.22], [0.10, 0.08, -0.04], [3.84, 1.55, 0.20], [-7.10, 4.10, 1.43], [-0.08, -0.12, 0.02], [0.03, 0.01, 0.04], [0.07, 0.04, 0.02]]}